Entry 1:
Formula: C54H58FeOPSSb
Source: the OMol25 dataset
Level of theory: ωB97M-V/def2-TZVPD

## Properties
spin multiplicity: 1
LUMO level: 0.44 eV
HOMO-LUMO gap: 0.274 Eh

Cartesian coordinates (Å):
H (-1.7296, 3.3759, 4.7040)
O (-1.3065, 1.7014, -0.5544)
C (2.6358, 4.6997, -0.1334)
C (4.5936, 1.3088, -1.2126)
C (-1.9412, -4.2831, 0.3014)
H (-2.5008, -2.1181, -5.0423)
H (-0.0300, -2.2901, 5.4718)
H (0.3070, 2.6127, 1.7022)
H (3.4034, -1.2997, -3.7856)
H (6.6703, 0.7770, -1.2042)
H (0.6046, 0.7437, -6.0232)
C (-0.7524, 2.2737, -5.3662)
C (0.9270, -2.3091, 3.5177)
Sb (1.6294, 2.0168, -1.0893)
H (-1.8021, -2.6281, 2.4631)
H (2.9239, -2.2737, 4.3427)
H (3.5954, 4.2474, -0.3542)
H (4.9792, -2.9342, -2.8120)
C (-1.5988, -0.2474, -1.7852)
C (2.1876, -1.5638, 3.9588)
H (-5.3089, -1.8112, 1.8973)
C (3.9825, -2.8288, -2.4023)
C (-0.4982, 2.9932, -3.0826)
H (-2.6941, 1.8968, 4.7145)
H (1.9959, -4.1351, 0.0007)
H (0.8614, 0.6173, 3.2535)
H (1.9940, -4.0984, 2.9026)
C (6.1887, 2.0803, -2.8402)
H (1.3360, 7.6185, 0.9864)
H (-0.5456, -3.6259, 4.4368)
H (1.8434, -2.8499, 1.6544)
C (2.2998, -3.4886, -0.8119)
H (-3.8515, -2.3795, 1.1150)
H (-2.4798, 3.9675, 2.4719)
C (1.8232, -1.7768, -2.4128)
C (2.5916, 6.0023, 0.3495)
C (-2.0294, -6.5299, -0.5360)
H (-3.6309, 1.2408, 0.6666)
H (-1.2615, 2.3422, -6.3194)
C (-0.3939, -4.9752, -1.3813)
H (4.3538, 0.7147, -0.3376)
H (0.4342, -4.7759, -2.0485)
H (1.9679, -0.8436, 4.7504)
C (5.8918, 1.3380, -1.7055)
C (-2.3448, 0.3909, -2.7730)
C (3.8911, 2.7691, -2.9996)
C (-2.4783, 2.9290, 2.1285)
H (-3.4876, 2.5491, 2.2604)
C (1.3703, 6.6013, 0.6171)
C (-4.3858, 0.2083, 3.2852)
H (4.2504, -4.3592, -0.9217)
H (-2.3278, -3.5168, 0.9487)
H (-4.1675, 1.2649, 3.3944)
H (-3.3533, -5.7515, 0.9650)
H (1.0463, -3.6744, 5.2070)
H (0.4475, -3.8615, 2.0679)
C (-1.2569, 0.6605, 2.6303)
C (0.2909, 1.3745, -5.2007)
H (-0.8263, 3.6195, -2.2672)
C (1.4099, -2.5495, -1.3311)
C (-2.1547, -0.4365, 2.3249)
C (0.9438, 1.2894, -3.9788)
H (3.1135, 3.3254, -3.5114)
H (3.5131, 6.5470, 0.5115)
C (-0.0864, 2.8775, 2.6820)
C (-1.5057, -2.2351, -3.1500)
C (-0.0929, -1.3369, 2.9634)
C (3.5931, 2.0292, -1.8578)
C (-2.5207, -5.5439, 0.3046)
H (-0.7624, 6.3493, 0.6530)
C (-2.6714, -0.2798, -3.9364)
H (1.1271, -1.0690, -2.8447)
H (0.6625, 2.6278, 3.4345)
C (5.1896, 2.7943, -3.4895)
C (-0.9660, -6.2391, -1.3792)
C (-1.1926, -1.5613, -1.9708)
Fe (-0.4458, -0.5365, 0.9819)
H (-0.2323, 3.9593, 2.7214)
H (-2.2395, 2.9090, 1.0670)
H (-1.1841, -3.2590, -3.2969)
H (1.7882, 0.6193, -3.8722)
C (-1.4242, 2.1615, 2.9319)
C (-1.1379, 3.0881, -4.3120)
H (-1.9487, 3.7948, -4.4388)
H (-0.5767, -7.0009, -2.0429)
C (-4.0674, 0.2537, 0.7755)
H (-3.2581, 0.2135, -4.7019)
C (0.2300, 4.5844, -0.0391)
C (-4.2226, -1.8613, 1.9978)
H (-4.0951, -0.2933, 4.2118)
H (-0.6852, 4.0094, -0.1110)
C (-1.4104, -1.6292, 2.5417)
C (3.5747, -3.6240, -1.3403)
C (-0.8735, -3.9738, -0.5345)
S (1.6241, 0.2166, 0.4025)
C (-1.7287, 2.3156, 4.4358)
H (-3.9948, -2.4485, 2.8899)
H (-2.6568, 1.4131, -2.5995)
H (-2.4706, -7.5185, -0.5366)
C (-2.2451, -1.5946, -4.1293)
H (7.2013, 2.1001, -3.2229)
C (-0.0239, 0.0643, 2.9927)
C (0.5395, 2.0843, -2.9097)
C (-1.1857, 0.4705, -0.4969)
C (1.4539, 3.9907, -0.3351)
C (1.3240, -3.3471, 2.4732)
H (-3.7289, -0.3461, -0.0724)
H (-0.9628, 1.8122, 5.0297)
C (0.3124, -3.0178, 4.7329)
C (3.0972, -1.9097, -2.9450)
P (-0.2381, -2.2422, -0.5693)
C (-3.6703, -0.4340, 2.0866)
C (0.1921, 5.8920, 0.4231)
H (-5.4671, 0.1031, 3.1657)
H (2.6383, -1.0258, 3.1208)
H (5.4205, 3.3689, -4.3773)
H (-5.1560, 0.3429, 0.7145)

These are the Mulliken partial charges, in e, on atoms 1 to 5: atom 1 (H): 0.5153, atom 2 (O): 0.0074, atom 3 (C): -0.8485, atom 4 (C): -0.7468, atom 5 (C): -0.0224

=====

Entry 2:
Formula: C54H59BN4O3
Source: the OMol25 dataset
Level of theory: ωB97M-V/def2-TZVPD

## Properties
structure (SMILES): CB(O)c1c(C)ccc2c1C(=O)N(CC(N)(N)N)C2=O.c1ccccc1.c1ccccc1.c1ccccc1.c1ccccc1.c1ccccc1.c1ccccc1.c1ccccc1
spin multiplicity: 1
LUMO level: -1.45 eV
HOMO-LUMO gap: 0.281 Eh

Cartesian coordinates (Å):
H (6.0086, 3.6924, -3.0354)
C (4.0331, 1.5826, -9.0252)
C (4.5318, 2.7532, -4.2924)
C (7.7622, 5.5836, 0.4174)
H (-4.3098, -5.2090, 1.5454)
C (8.2675, 4.8787, 2.6720)
C (-1.3213, -1.0726, 5.4414)
C (5.0371, 2.0482, -2.0378)
C (5.2631, 2.9055, -3.1142)
H (-1.7586, -5.2902, 4.0212)
H (-2.7362, 1.9664, 7.3872)
C (2.9331, -2.9676, 5.7628)
C (3.3500, 0.8852, -3.3171)
H (0.5414, 0.0100, 5.4105)
C (6.5804, 3.7157, 1.3928)
H (2.6056, 0.0974, -3.3962)
C (0.6835, -4.4160, 4.3956)
H (-4.3734, -4.5619, 3.0933)
O (0.3376, -2.9316, 1.0886)
H (-6.9761, 2.2599, 4.3844)
H (-2.6507, -2.4355, 3.2831)
H (3.0128, 1.6175, -5.3151)
N (-0.3366, -3.6903, 3.4932)
C (3.0254, 1.9509, -9.9161)
C (1.6514, -2.2662, 3.2965)
H (-2.8237, 2.5771, -9.9962)
H (-5.7242, -3.9019, 5.0143)
H (-0.6608, -5.5995, 2.5101)
H (-4.0520, 2.8738, -12.1319)
C (-7.9539, -6.2291, 3.9296)
C (-2.6523, -1.0700, 5.8575)
C (-2.3044, 2.4564, -10.9431)
H (0.6997, -0.2678, 0.0277)
C (-9.0368, -4.5958, 5.3421)
C (7.3079, 3.8716, 2.5730)
C (-9.1049, -5.7405, 4.5485)
C (-0.4968, 0.0139, 5.7320)
H (-10.0537, -6.2523, 4.4128)
H (7.1273, 3.2080, 3.4143)
H (-0.4063, 2.0166, -10.0227)
H (2.6286, 1.2236, -10.6192)
C (3.7209, -0.6051, 4.2204)
C (2.5741, -0.9339, 3.0539)
C (-6.6711, -4.4190, 4.8862)
H (4.4252, 4.5398, -7.3932)
C (-2.5484, -4.2374, 2.1163)
C (3.5787, 1.7402, -4.3948)
C (-2.9950, 2.6198, -12.1435)
H (-9.9322, -4.2189, 5.8300)
C (-5.5613, -0.7792, 2.4386)
C (3.0338, 4.1861, -8.9996)
C (-0.9738, 2.1337, -13.3740)
H (-2.8704, 2.5805, -14.2942)
C (3.8983, -1.6216, 5.5371)
H (-0.0553, 0.0128, 1.7386)
H (5.6043, 0.5342, 4.8800)
C (4.0775, 1.0412, -2.1368)
C (-7.8209, -3.9336, 5.5095)
H (-8.0058, -7.1239, 3.3150)
H (5.2585, 0.7426, 3.0276)
H (2.6470, 5.2022, -8.9924)
C (4.5366, 2.5134, -8.1170)
N (-3.7585, -5.1375, 2.4435)
C (4.7257, 0.7029, 4.0936)
H (-5.8401, -5.9509, 3.6190)
H (4.4258, 0.5689, -9.0382)
C (-4.7368, 0.3073, 2.7293)
H (5.3195, 2.2250, -7.4205)
C (-5.2448, 1.3995, 3.4330)
H (4.1910, 1.7280, 4.3492)
H (3.8970, 0.3775, -1.2956)
C (-1.0048, 1.1061, 6.4358)
C (-1.3111, -4.7599, 3.0546)
H (-0.3621, 1.9516, 6.6646)
O (3.5508, 0.4679, 0.9971)
H (5.8360, 2.9279, 1.3137)
H (0.7782, 1.7338, -12.1851)
H (3.4116, 1.4785, 1.0062)
H (9.2390, 6.5229, 1.6744)
H (6.2432, 4.4480, -0.6052)
H (5.6089, 2.1654, -1.1206)
H (7.9361, 6.2531, -0.4204)
H (4.7539, -1.3450, 6.3034)
C (1.8136, -3.2471, 4.5994)
C (-2.3384, 1.1128, 6.8439)
C (-6.8923, -0.7766, 2.8548)
H (-5.1659, -1.6291, 1.8880)
N (-3.0065, -2.8209, 2.3814)
H (3.0440, -3.7087, 6.6614)
H (-0.4568, 2.0038, -14.3207)
B (2.3348, -0.0410, 1.6943)
N (-2.2812, -4.4764, 0.6180)
H (-2.0026, -3.5913, 0.1407)
H (0.7466, 1.4692, 0.7664)
C (-0.9458, 2.1391, -10.9581)
C (-0.2809, 1.9795, -12.1736)
H (-8.4405, 0.3224, 3.8739)
H (-2.8485, -2.1803, 1.5732)
C (-6.5784, 1.4062, 3.8411)
H (1.7458, 3.5429, -10.6029)
C (0.8444, 0.3202, 1.0563)
C (0.4645, -2.9767, 2.4174)
H (-4.2005, 0.0290, 6.8767)
C (4.0350, 3.8151, -8.1024)
C (2.5277, 3.2543, -9.9054)
C (-3.1619, 0.0246, 6.5565)
C (-7.4019, 0.3180, 3.5538)
C (6.8091, 4.5707, 0.3150)
C (-2.3310, 2.4564, -13.3589)
C (8.4935, 5.7360, 1.5956)
H (-3.6986, 0.3035, 2.4078)
O (0.6851, -5.6702, 4.8534)
H (-3.2926, -1.9197, 5.6368)
H (-1.4328, -5.1072, 0.5207)
H (-7.5326, -1.6263, 2.6340)
H (-0.9259, -1.9225, 4.8907)
C (-6.7373, -5.5690, 4.1001)
H (-7.7689, -3.0396, 6.1253)
H (4.7058, 3.4226, -5.1303)
H (8.8393, 4.9959, 3.5892)
H (-4.6021, 2.2450, 3.6619)

These are the Mulliken partial charges, in e, on atoms 1 to 5: atom 1 (H): 0.3942, atom 2 (C): -0.6224, atom 3 (C): -0.1804, atom 4 (C): -0.4797, atom 5 (H): 0.3223